75
Properties=species:S:1:pos:R:3:forces:R:3 method="wB97M-V/def2-TZVPD" total_charge=+1 lumo_ev="-2.76 / -3.76" relative_energy_kcal_mol=0.0 spin_multiplicity=3 homo_ev="-10.274 / -11.516" orbital_gap_ev="7.51 / 7.76"
Pd 0.411 0.258 0.329 0.1 -0.1 -0.1
S -1.481 -1.575 -1.663 0.0 0.0 0.0
Si 1.164 2.700 1.670 0.0 0.0 0.0
Si -0.941 3.104 -0.611 0.0 0.0 0.0
Si -1.795 1.674 2.104 0.0 0.0 0.0
O -1.337 -1.037 -0.252 0.0 0.0 0.0
O 2.257 1.795 0.694 0.0 0.0 0.1
O 1.348 -2.358 1.869 0.0 0.0 0.0
O 2.695 -3.506 0.644 0.0 0.0 0.0
N 2.955 -2.740 -1.811 0.0 0.0 0.0
N 1.975 -2.540 0.854 0.0 0.0 0.0
N 1.955 -0.724 -2.214 0.0 0.0 0.0
N 1.836 -1.532 -0.085 0.0 0.0 0.0
N 1.306 0.440 -1.774 0.0 0.0 0.0
C -2.114 3.065 3.325 0.0 0.0 0.0
C -1.330 0.101 3.032 0.0 0.0 0.0
C 1.521 2.125 3.413 0.0 0.0 0.0
C -0.381 -3.792 -2.836 0.0 0.0 0.0
C 1.581 4.512 1.558 0.0 0.0 0.0
C -1.878 4.663 -0.164 0.0 0.0 0.0
C -0.026 -5.118 -0.422 0.0 0.0 0.0
C -2.030 2.102 -1.780 0.0 0.0 0.0
C 0.562 3.595 -1.671 0.0 0.0 0.0
C 2.266 -1.717 -1.319 0.0 0.0 0.0
C -3.215 -1.986 -1.772 0.0 0.0 0.0
C -0.431 2.161 0.912 0.0 0.0 0.0
C 0.968 -7.114 -1.596 0.0 0.0 0.0
C -3.430 1.305 1.264 0.0 0.0 0.0
C 3.588 1.519 1.125 0.0 0.0 0.0
C 0.179 -5.058 -2.811 0.0 0.0 0.0
C -0.608 -3.859 -0.429 0.0 0.0 0.0
C -0.780 -3.209 -1.640 0.0 0.0 0.0
C 0.366 -5.738 -1.606 0.0 0.0 0.0
H 0.764 2.459 4.123 0.0 0.0 0.0
H -4.149 1.025 2.039 0.0 0.0 0.0
H -1.231 3.343 3.902 0.0 0.0 0.0
H -3.764 -1.045 -1.775 0.0 0.0 0.0
H 1.957 1.205 -1.609 0.0 0.0 0.0
H 0.939 5.081 2.236 0.0 0.0 0.0
H 0.597 4.677 -1.814 0.0 0.0 0.0
H 1.578 1.036 3.478 0.0 0.0 0.0
H 2.614 4.693 1.867 0.0 0.0 0.0
H 1.450 4.920 0.555 0.0 0.0 0.0
H 1.854 -7.163 -2.231 0.0 0.0 0.0
H 4.118 2.446 1.355 0.0 0.0 0.0
H -2.123 5.231 -1.064 0.0 0.0 0.0
H 4.117 1.011 0.318 0.0 0.0 0.0
H 0.255 -7.846 -1.980 0.0 0.0 0.0
H 0.129 -5.625 0.523 0.0 0.0 0.0
H -1.527 1.204 -2.151 0.0 0.0 0.0
H -2.966 1.788 -1.321 0.0 0.0 0.0
H -2.896 2.784 4.035 0.0 0.0 0.0
H 1.250 -7.416 -0.589 0.0 0.0 0.0
H -1.154 -0.745 2.359 0.0 0.0 0.0
H -3.347 0.470 0.568 0.0 0.0 0.0
H -2.456 3.958 2.796 0.0 0.0 0.0
H 3.173 -3.500 -1.183 0.0 0.0 0.0
H -3.391 -2.530 -2.698 0.0 0.0 0.0
H 1.522 3.306 -1.238 0.0 0.0 0.0
H -0.462 0.211 3.681 0.0 0.0 0.0
H -3.842 2.167 0.736 0.0 0.0 0.0
H -2.815 4.436 0.349 0.0 0.0 0.0
H 0.613 0.716 -2.462 0.0 0.0 0.0
H -0.901 -3.372 0.493 0.0 0.0 0.0
H 0.480 -5.529 -3.739 0.0 0.0 0.0
H 3.048 -2.856 -2.806 0.0 0.0 0.0
H 2.575 -0.624 -3.004 0.0 0.0 0.0
H -2.272 2.723 -2.647 0.0 0.0 0.0
H -3.476 -2.588 -0.903 0.0 0.0 0.0
H -2.176 -0.180 3.666 0.0 0.0 0.0
H 3.593 0.878 2.007 0.0 0.0 0.0
H 2.479 2.529 3.750 0.0 0.0 0.0
H -0.510 -3.265 -3.775 0.0 0.0 0.0
H 0.487 3.158 -2.673 0.0 0.0 0.0
H -1.290 5.311 0.490 0.0 0.0 0.0